Model one:
Density functional theory data (ωB97M-V/def2-TZVPD) for a molecular structure, C4H8N2.

Output
charge	0
spin multiplicity	1
gap between HOMO and LUMO	8.612	eV

Geometry (Å):
C -0.38 1.72 0.35
C 1.48 0.17 0.35
C 0.33 0.70 1.17
C 0.10 -0.15 0.03
N -0.91 -1.89 -1.37
N -0.63 -1.33 -0.19
H -1.43 2.01 0.39
H 0.26 2.56 -0.20
H 2.05 0.88 -0.24
H 2.18 -0.58 0.76
H 0.13 0.46 2.31
H -1.61 -1.45 -1.88
H 0.00 -1.82 -1.82
H -1.58 -1.27 0.32

---

Model two:
Density functional theory data (ωB97M-V/def2-TZVPD) for a single C4H8N2 molecule.

Output
charge	0
spin multiplicity	1
gap between HOMO and LUMO	10.007	eV

Geometry (Å):
C -1.25 -0.64 -1.45
C -1.22 0.34 -0.28
N 0.13 0.88 -0.10
C 2.07 -0.04 1.53
C 0.85 0.49 0.97
N 0.72 0.22 2.20
H -0.53 -1.45 -1.30
H -0.99 -0.14 -2.39
H -2.24 -1.09 -1.57
H -1.95 1.14 -0.44
H -1.49 -0.16 0.65
H 0.67 0.95 -0.96
H 2.91 0.60 1.77
H 2.32 -1.10 1.39

---

Most favorable structure: model two. The second most favorable one is 350.8 kJ/mol above it.

---

Model one:
Density functional theory data (ωB97M-V/def2-TZVPD) for a single C4H8N2 molecule.

Output
charge	0
spin multiplicity	1
gap between HOMO and LUMO (alpha / beta)	6.037 / 6.041	eV

Geometry (Å):
C -1.31 0.20 -0.96
N 1.25 -0.68 0.15
C 0.45 -0.70 1.12
C 0.48 0.23 -1.23
C -0.19 -0.51 2.23
N 1.00 1.38 -1.46
H 2.25 -0.85 0.24
H 1.57 1.73 -0.69
H 0.57 -0.61 -1.92
H -1.61 0.29 -2.00
H -1.59 1.12 -0.44
H -1.83 -0.67 -0.55
H -1.26 -0.52 2.29
H 0.23 -0.42 3.22

---

Model two:
Density functional theory data (ωB97M-V/def2-TZVPD) for a single C4H8N2 molecule.

Output
charge	0
spin multiplicity	1
gap between HOMO and LUMO (alpha / beta)	8.400 / 6.816	eV

Geometry (Å):
C 0.94 0.02 1.13
N 0.34 0.15 -0.17
C 0.43 1.41 -0.86
C -0.48 -0.78 -0.55
C -1.52 -1.52 0.17
N -1.88 -1.39 1.37
H 1.49 0.93 1.35
H 1.64 -0.83 1.10
H 0.15 -0.20 1.85
H -0.11 2.13 -0.24
H -0.04 1.36 -1.85
H 1.48 1.68 -0.93
H -0.48 -0.97 -1.61
H -1.96 -1.99 -0.77

---

Model three:
Density functional theory data (ωB97M-V/def2-TZVPD) for a single C4H8N2 molecule.

Output
charge	0
spin multiplicity	1
gap between HOMO and LUMO	9.719	eV

Geometry (Å):
C -1.60 -1.04 0.92
C -0.35 -0.97 0.02
N 0.04 0.48 -0.14
C 0.89 1.50 -1.01
C 2.20 1.04 -0.62
N 3.06 0.42 -0.15
H -2.41 -0.46 0.48
H -1.38 -0.67 1.92
H -1.96 -2.08 1.02
H 0.42 -1.59 0.52
H -0.61 -1.46 -0.92
H 0.19 0.78 0.81
H 0.77 2.60 -0.77
H 0.76 1.47 -2.11

---

Model four:
Density functional theory data (ωB97M-V/def2-TZVPD) for a single C4H8N2 molecule.

Output
charge	0
spin multiplicity	1
gap between HOMO and LUMO	10.316	eV

Geometry (Å):
C 1.95 0.00 -0.08
N 1.32 -1.27 0.29
C 0.68 -0.46 -0.73
C -0.60 0.31 -0.45
C -1.90 -0.08 0.20
N -0.88 0.63 0.95
H 2.91 -0.10 -0.59
H 1.89 0.83 0.62
H 0.81 -1.13 1.16
H 0.78 -0.86 -1.74
H -0.76 1.07 -1.22
H -2.21 -1.04 0.60
H -2.74 0.53 -0.15
H -1.23 1.56 1.15

---

Most favorable structure: model three. The second most favorable one is 27.9 kJ/mol above it.

---

Model one:
Density functional theory data (ωB97M-V/def2-TZVPD) for a single C4H8N2 molecule.

Output
charge	0
spin multiplicity	1
gap between HOMO and LUMO	10.732	eV

Geometry (Å):
C 2.06 0.09 -0.03
C 0.60 0.50 0.03
N -0.24 -0.52 -0.60
C -1.66 -0.25 -0.50
C -2.16 -0.08 0.89
N -2.48 0.05 1.99
H 2.70 0.83 0.46
H 2.39 -0.02 -1.07
H 2.22 -0.87 0.47
H 0.30 0.68 1.08
H 0.45 1.44 -0.51
H -0.04 -1.42 -0.20
H -2.22 -1.07 -0.97
H -1.91 0.66 -1.05

---

Model two:
Density functional theory data (ωB97M-V/def2-TZVPD) for a single C4H8N2 molecule.

Output
charge	0
spin multiplicity	1
gap between HOMO and LUMO	9.979	eV

Geometry (Å):
C 0.90 0.19 -0.09
C -0.36 -0.39 -0.20
C -1.49 0.16 -0.79
C -1.37 0.11 0.77
H 2.83 -0.49 -0.10
H 1.55 -1.54 -0.70
H 2.31 1.53 0.17
H -0.51 -1.51 0.37
H -2.44 -0.41 -0.92
H -1.36 1.09 -1.32
H -1.26 1.12 1.39
H -1.91 -0.55 1.40
N 1.94 -0.77 0.07
N 1.15 1.48 -0.04

---

Most favorable structure: model one. The second most favorable one is 338.4 kJ/mol above it.

---

Model one:
Density functional theory data (ωB97M-V/def2-TZVPD) for a molecular structure, C8H10O2.

Output
charge	0
spin multiplicity	1
gap between HOMO and LUMO	10.206	eV

Geometry (Å):
C -2.12 0.33 -1.06
C -1.53 1.59 -1.17
C -0.31 1.47 -1.88
C 0.34 0.49 -2.29
C -0.20 -0.74 -2.02
C -1.36 -0.83 -1.27
C 0.92 -0.82 1.94
C 1.61 -0.76 3.20
H -3.17 0.14 -0.51
H -1.83 2.60 -0.74
H 0.34 2.45 -1.94
H 1.19 0.62 -2.99
H 0.32 -1.68 -2.28
H -1.78 -1.76 -0.99
H 0.85 0.22 0.30
H 1.12 -1.31 4.32
H 2.74 -1.17 3.05
H 1.63 0.46 3.40
O 0.05 -1.66 1.64
O 1.20 0.35 1.29

---

Model two:
Density functional theory data (ωB97M-V/def2-TZVPD) for a single C8H10O2 molecule.

Output
charge	0
spin multiplicity	1
gap between HOMO and LUMO (alpha / beta)	7.325 / 6.910	eV

Geometry (Å):
C -0.42 1.46 -1.17
C 0.11 0.83 -2.32
C -0.33 1.00 0.15
C 1.00 -0.11 -2.31
C -0.23 -2.50 -0.57
C 0.01 -0.35 0.40
C -0.45 1.87 1.32
C 0.43 -0.86 1.71
O 1.83 -0.92 -2.26
O -0.29 -1.18 -0.53
H -0.79 2.46 -1.34
H -0.24 1.07 -3.31
H -0.53 -2.96 -1.40
H 0.11 -3.06 0.29
H -1.46 1.63 1.84
H -0.49 2.88 1.22
H 0.35 1.57 1.99
H -0.43 -0.63 2.59
H 1.22 -0.25 2.05
H 0.60 -1.97 1.66

---

Most favorable structure: model one. The second most favorable one is 268.9 kJ/mol above it.